This record from OMol25 describes a structure of composition C34H56InN4O14 at a distorted geometry. The level of theory is the ωB97M-V functional and the def2-TZVPD basis.

```
109
Properties=species:S:1:pos:R:3:mulliken_charge:R:1
In -0.42333 0.08861 0.88282 2.649
C 0.59171 2.38592 4.34586 -0.972
C 0.17256 1.40425 3.39533 0.258
C -0.77346 0.32807 3.75162 1.037
O -1.06530 -0.47202 2.73551 -0.654
C -1.28801 0.17292 5.01801 -0.873
C -0.71163 0.96497 6.10332 0.317
C 0.24361 2.10777 5.73365 0.224
O 0.67239 2.79630 6.66081 -0.662
O -0.99497 0.82592 7.29723 -0.647
O 0.45958 1.49438 2.12555 -0.744
H 1.20160 3.20567 4.03007 0.475
H -2.02953 -0.63593 5.20991 0.380
C -0.14661 -1.68695 -3.21366 -0.593
C 0.04244 -1.11068 -1.98769 1.352
C 1.40788 -0.97413 -1.35961 -0.075
O 1.38474 -0.28214 -0.23457 -1.177
C 2.60681 -1.43599 -1.97969 -0.969
C 2.38448 -2.44725 -2.93123 0.291
C 0.92785 -2.62872 -3.57257 -0.242
O 0.63413 -3.75899 -3.96695 -0.638
O 3.29894 -3.31180 -3.11267 -0.723
O -0.91597 -0.62773 -1.21956 -0.522
H -1.13767 -1.59783 -3.53719 0.402
H 3.44533 -1.21404 -1.38703 0.532
C -0.80610 -5.45230 -1.87372 -0.846
C -0.36053 -5.77827 -0.46248 -0.598
C 0.91975 -5.04324 0.11354 -0.640
C 0.75793 -3.59591 0.44467 0.234
N 0.58756 -2.56259 0.89456 -0.085
H -0.08727 -5.63708 -2.67345 0.325
H -1.17828 -4.44859 -1.92288 0.015
H -1.62523 -6.14704 -2.10913 0.405
H -0.20625 -6.83510 -0.29037 0.426
H -1.17642 -5.44711 0.23142 0.229
H 1.75837 -5.20399 -0.57414 0.355
H 1.23664 -5.45651 1.05595 0.272
C 4.64947 3.01484 1.48109 -0.660
O 4.79425 1.66622 1.11534 -0.303
C 4.93113 0.75768 2.17477 -0.598
C 3.56748 0.52181 2.89649 -0.250
N 2.75918 -0.61042 2.55805 0.670
C 2.39623 -1.61672 3.48739 -0.494
C 3.24786 -2.86345 3.69400 -0.992
O 3.07573 -3.71026 2.59939 -0.076
C 4.10021 -4.69285 2.50713 -0.922
H 4.26342 3.56646 0.63668 0.266
H 5.54705 3.50355 1.94561 0.330
H 3.92908 3.20903 2.31649 0.211
H 5.60894 1.19515 2.94495 0.244
H 5.34228 -0.15552 1.72552 0.305
H 2.92751 1.37512 2.70253 -0.210
H 3.68322 0.38109 3.96707 0.494
H 2.19274 -0.48496 1.72698 -0.360
H 1.40638 -1.99344 3.25628 0.198
H 2.36552 -1.21866 4.51816 0.426
H 2.87846 -3.38222 4.56972 0.364
H 4.29536 -2.71850 3.72551 0.467
H 5.07775 -4.20928 2.47803 0.353
H 3.87783 -5.26580 1.58842 0.195
H 4.12643 -5.31923 3.40753 0.362
C 0.57092 4.85285 -0.58813 -0.725
O -0.24304 3.85694 0.02637 0.225
C -1.33595 4.20432 0.88408 -0.984
C -2.46826 3.20711 0.73950 0.002
N -2.23239 1.88816 1.42711 0.217
C -3.42939 1.10504 1.74153 -0.832
C -3.93698 0.29438 0.59837 -0.245
O -3.25067 -0.98226 0.55209 -0.198
C -3.63211 -1.83463 -0.52297 -0.481
H 1.41088 5.18408 0.01901 0.210
H -0.03438 5.71067 -0.85979 0.371
H 0.88650 4.35297 -1.51566 -0.001
H -1.72182 5.18835 0.59120 0.626
H -0.95164 4.20253 1.89785 0.315
H -2.53383 3.07090 -0.37462 -0.286
H -3.38539 3.64155 1.12967 0.421
H -1.75107 2.12013 2.31676 -0.048
H -4.20905 1.82039 2.13039 0.503
H -3.22032 0.40128 2.54449 0.227
H -3.76127 0.86856 -0.28718 -0.005
H -5.00267 0.08789 0.65443 0.575
H -4.58770 -1.49705 -0.96129 0.381
H -3.73655 -2.89875 -0.25806 0.252
H -2.83583 -1.83067 -1.26451 -0.197
C -3.42407 -0.97132 -4.51837 -0.805
O -4.08465 0.03329 -3.80272 -0.224
C -4.25843 1.32641 -4.37509 -0.486
C -3.91628 2.41996 -3.31983 -1.005
N -2.51363 2.47958 -2.93486 0.629
C -1.70989 3.20169 -3.88842 -0.597
C -0.42135 2.48090 -4.21838 -0.227
O 0.59895 2.88012 -3.37709 -0.165
C 1.81075 2.25271 -3.68984 -0.597
H -3.33944 -1.89594 -3.91219 0.204
H -2.46491 -0.63705 -4.79085 0.382
H -3.94137 -1.21220 -5.48334 0.331
H -5.29545 1.48146 -4.65198 0.410
H -3.61493 1.51034 -5.24051 0.371
H -4.45899 2.22902 -2.38261 0.216
H -4.25761 3.40162 -3.65860 0.565
H -2.08159 1.53850 -2.92957 -0.470
H -1.43545 4.21689 -3.53597 0.220
H -2.19639 3.31379 -4.85449 0.334
H -0.23128 2.62668 -5.30286 0.299
H -0.56005 1.38851 -4.11329 0.078
H 1.59828 1.14915 -3.72109 0.090
H 2.51356 2.33152 -2.88114 0.273
H 2.22495 2.50714 -4.68194 0.316
```

Summary:
Spin multiplicity ... 1
F_max ... 0.0993 Eh/bohr
Charge ... -1
Highest occupied orbital energy ... -5.3 eV
LUMO level ... 1.98 eV